(1)
The following is a DFT calculation (the ωB97M-V functional and the def2-TZVPD basis) of C39H34BrCaClN5O2S3 as an isolated structure.

Geometry as ORCA input:
```
! RIJCOSX wB97M-V def2-TZVPD def2/J DEFGRID3
* xyz -1 1
Ca -0.86969 -1.02976 0.72922
Br -0.57372 -6.43264 -4.25810
C -1.06159 -4.97639 -3.11662
C -2.27013 -4.32586 -3.30659
C -2.59912 -3.26510 -2.48770
C -1.74174 -2.80040 -1.45823
O -2.07192 -1.79530 -0.71907
C -0.49345 -3.48592 -1.32156
C 0.53783 -2.95599 -0.35701
N 0.14924 -2.91227 0.98596
C 1.11934 -2.90089 1.92852
C 2.29216 -3.66182 1.93226
C 3.21533 -3.58941 2.97670
C 3.01768 -2.76823 4.05949
C 1.85220 -1.97738 4.11993
C 1.55623 -1.11571 5.19978
C 0.42061 -0.35530 5.17018
C -0.40383 -0.40688 4.03293
N -0.16745 -1.20383 3.01729
C 0.90952 -2.02469 3.05855
C -0.17630 -4.55459 -2.14312
H -2.94309 -4.64451 -4.09212
H -3.54163 -2.74789 -2.62241
H 1.50593 -3.44277 -0.53133
H 2.47667 -4.34560 1.11203
H 4.11150 -4.19859 2.92905
H 3.74644 -2.71400 4.85963
H 2.24111 -1.06845 6.03965
H 0.15537 0.30290 5.98702
H -1.27368 0.23417 3.95627
H 0.77907 -5.05427 -2.02652
C -1.57644 1.58714 -2.58768
C -0.55991 0.85717 -1.74480
N -0.56317 0.99187 -0.46422
N -1.37303 1.99073 0.01827
C -2.25249 1.84423 0.94613
S -2.87040 0.47622 1.73968
S -3.08539 3.41037 1.37700
C -3.32100 4.16337 -0.26897
C -4.52042 3.69017 -1.04692
C -5.20040 4.60235 -1.85183
C -6.27473 4.20567 -2.63381
C -6.69041 2.88297 -2.62147
C -6.02427 1.96775 -1.81937
C -4.94952 2.36567 -1.03748
C 0.45752 0.05704 -2.46090
C 0.83912 0.45973 -3.74336
C 1.73607 -0.26442 -4.50665
C 2.27871 -1.43070 -3.99185
C 1.92683 -1.84728 -2.72248
C 1.03793 -1.11331 -1.93894
O 0.71149 -1.48882 -0.68774
H -2.54990 1.53162 -2.10366
H -1.65230 1.14364 -3.57607
H -1.30773 2.64404 -2.67771
H -2.39590 3.94162 -0.80133
H -3.38399 5.23804 -0.09601
H -4.88142 5.63909 -1.86675
H -6.78979 4.93283 -3.25021
H -7.53109 2.56994 -3.22821
H -6.34099 0.93261 -1.79751
H -4.46113 1.63266 -0.40779
H 0.41966 1.36828 -4.15358
H 1.99572 0.07665 -5.50047
H 2.96800 -2.02096 -4.58187
H 2.34841 -2.76334 -2.33371
Cl 5.27921 2.64156 1.27597
C 4.85247 1.04138 0.77054
C 5.80704 0.22667 0.18867
C 5.42575 -1.04744 -0.19797
C 4.11564 -1.44186 0.02918
N 3.20416 -0.65544 0.58497
C 3.55729 0.57034 0.94666
H 6.81962 0.58188 0.05211
H 6.13084 -1.72088 -0.66621
H 3.78299 -2.43835 -0.23922
H 2.78525 1.19249 1.38259
C 0.29228 4.15364 2.88975
S 1.00830 2.50012 2.76277
C 2.40917 2.71276 3.89450
H 0.14696 4.40801 3.93937
H -0.66918 4.11376 2.38590
H 0.93605 4.88595 2.40368
H 3.14558 3.39483 3.47233
H 2.85603 1.73054 4.04098
H 2.05200 3.09278 4.85158
*
```

The value obtained for the relative energy (zero: lowest compared OMol25 entry of this formula, charge and spin) is 256.1 kJ/mol. The value obtained for the HOMO energy is -4.4907 eV. The calculation puts the frontier orbital gap at 0.24684 hartree. The calculation puts the largest force on an atom at 3.3 eV/Å. For the electronic energy, the calculation gives -186054.471 eV.

(2)
The following is a DFT calculation (the ωB97M-V functional and the def2-TZVPD basis) of one molecule with the formula C5H9O5.

Geometry as ORCA input:
```
! RIJCOSX wB97M-V def2-TZVPD def2/J DEFGRID3
* xyz 0 2
H 1.72596 -0.82458 -1.99535
C 1.43831 -1.06752 -0.98004
O 2.30731 -1.21127 -0.17453
C -0.01378 -1.08062 -0.60592
C -0.38788 0.07940 0.34715
C 0.49484 0.10811 1.58402
C -0.36277 1.42254 -0.39167
O -0.51763 2.50711 0.49454
O -1.72666 -0.18493 0.77871
O -1.79577 -1.40847 1.31727
O -0.85231 -1.05570 -1.74863
H -0.25245 -2.00763 -0.05930
H 1.54697 0.19218 1.31058
H 0.21785 0.95630 2.20864
H 0.34843 -0.80327 2.16219
H 0.59101 1.54007 -0.92094
H -1.18751 1.42000 -1.11779
H -0.74745 3.33165 0.01522
H -0.82647 -1.91338 -2.22413
*
```

The value obtained for the relative energy (zero: lowest compared OMol25 entry of this formula, charge and spin) is 17.8 kJ/mol. The value obtained for the HOMO energy (spin up / spin down) is -10.1455 / -10.1279 eV. The calculation puts the frontier orbital gap (spin up / spin down) at 0.39247 / 0.33770 hartree. The calculation puts the largest force on an atom at 1.7 eV/Å. For the electronic energy, the calculation gives -15563.447 eV.